Density functional theory data (the ωB97M-V functional and the def2-TZVPD basis) for a 13-piece molecular cluster, C20H66O18 overall at a distorted geometry.

Each line ends with the Mulliken charge.
Geometry (Å):
C (3.843147, -4.676194, 3.362657)  -0.463
O (3.396677, -4.531164, 2.033107)  -0.501
H (3.577937, -5.705074, 3.605927)  0.245
H (4.928287, -4.614144, 3.444617)  0.230
H (3.327177, -3.935794, 3.973947)  0.190
H (3.503787, -5.355544, 1.552977)  0.299
C (7.703107, -4.753944, -1.880043)  -0.556
O (6.644497, -3.857164, -1.782853)  -0.472
H (7.359687, -5.752674, -2.149673)  0.232
H (8.524577, -4.435474, -2.521813)  0.232
H (8.238957, -4.721614, -0.931403)  0.265
H (6.193137, -3.977064, -0.944103)  0.300
C (4.994957, 3.344046, 3.933387)  -0.453
O (6.029807, 4.223626, 3.866997)  -0.496
H (4.028687, 3.842126, 4.012977)  0.232
H (5.000507, 2.712136, 3.045257)  0.204
H (5.104807, 2.763976, 4.849647)  0.210
H (5.885427, 4.791726, 3.106717)  0.303
C (1.005027, -2.591264, -7.560573)  -0.490
O (0.132207, -3.084544, -8.496173)  -0.498
H (1.636367, -1.834744, -8.026593)  0.227
H (0.390897, -2.104744, -6.802783)  0.221
H (1.625887, -3.312404, -7.028983)  0.230
H (-0.381783, -2.342054, -8.821933)  0.311
C (-3.779943, -6.402784, -2.269143)  -0.564
O (-4.105733, -5.026324, -2.083233)  -0.475
H (-4.056733, -6.980334, -1.387133)  0.233
H (-4.205513, -6.930194, -3.122863)  0.246
H (-2.721123, -6.464184, -2.520573)  0.242
H (-3.302973, -4.684074, -1.683173)  0.318
C (-1.663873, -7.014954, 3.575727)  -0.433
O (-1.313203, -7.433734, 4.916507)  -0.503
H (-2.557823, -6.393394, 3.626907)  0.232
H (-0.847093, -6.391764, 3.211577)  0.183
H (-1.680613, -7.846924, 2.871707)  0.226
H (-1.386333, -6.661994, 5.482777)  0.296
C (0.580067, 0.445806, 0.488467)  -0.459
C (0.467437, -0.441454, -0.792663)  -0.278
O (-0.070003, -1.781374, -0.449313)  -0.505
O (-0.687543, 0.938866, 0.884187)  -0.469
H (1.373417, 1.164506, 0.283087)  0.282
H (0.994567, -0.138014, 1.310317)  0.314
H (1.493867, -0.566464, -1.137523)  0.264
H (-0.066443, 0.098356, -1.574763)  0.277
H (0.464827, -2.235164, 0.206147)  0.282
H (-0.883843, 1.736756, 0.387767)  0.292
C (-2.174173, 7.115636, 0.914747)  -0.554
C (-0.771943, 6.857936, 1.591447)  -0.330
O (0.140407, 6.374796, 0.646127)  -0.496
O (-2.660223, 5.900786, 0.320017)  -0.506
H (-1.926433, 7.820126, 0.120757)  0.318
H (-2.846043, 7.714346, 1.529757)  0.411
H (-0.984313, 6.177766, 2.416287)  0.234
H (-0.374923, 7.745296, 2.084467)  0.310
H (-0.295773, 5.991926, -0.118573)  0.320
H (-3.478053, 6.131086, -0.126893)  0.291
C (-5.604813, 1.435036, -4.495283)  -0.286
C (-6.259293, 0.220266, -5.131223)  -0.340
O (-6.926133, -0.531164, -4.135113)  -0.523
O (-4.982453, 2.291916, -5.439813)  -0.527
H (-4.812923, 1.058756, -3.847653)  0.190
H (-6.285363, 1.949906, -3.817153)  0.340
H (-5.452273, -0.356304, -5.583273)  0.261
H (-7.085663, 0.457266, -5.801363)  0.265
H (-6.267373, -1.046114, -3.663453)  0.306
H (-5.237473, 3.205446, -5.291363)  0.314
C (-6.178413, 0.249186, 2.667087)  -0.332
C (-6.736923, 1.685226, 2.720377)  -0.315
O (-7.509153, 1.981716, 3.845527)  -0.517
O (-5.115913, 0.127886, 3.515687)  -0.495
H (-5.862743, -0.029784, 1.661787)  0.279
H (-6.941203, -0.484524, 2.927737)  0.245
H (-7.322903, 1.917946, 1.831227)  0.304
H (-5.939183, 2.427986, 2.717627)  0.235
H (-6.942603, 2.326486, 4.539607)  0.298
H (-4.347293, 0.406596, 3.012547)  0.299
C (-1.665473, -2.817914, 8.800367)  -0.442
C (-0.622403, -2.009204, 7.999197)  -0.213
O (0.607297, -2.129114, 8.698267)  -0.537
O (-1.407643, -4.242534, 8.915117)  -0.524
H (-2.683953, -2.674344, 8.439557)  0.343
H (-1.702243, -2.441654, 9.822707)  0.264
H (-0.842503, -0.946564, 7.896997)  0.307
H (-0.467593, -2.459404, 7.018657)  0.211
H (0.832687, -3.061684, 8.731837)  0.293
H (-0.772873, -4.331144, 9.629837)  0.300
C (6.325367, 1.989206, -2.354213)  -0.898
C (6.613277, 1.661176, -3.861133)  -0.228
O (7.541517, 0.579996, -3.865773)  -0.503
H (6.267537, 1.068476, -1.773693)  0.293
H (5.452857, 2.618556, -2.178883)  0.293
H (7.217967, 2.506886, -2.002983)  0.252
H (7.085387, 2.479836, -4.404273)  0.267
H (5.691587, 1.330276, -4.339773)  0.236
H (7.066657, -0.169844, -3.499933)  0.288
C (2.291977, 6.463496, -4.929613)  -1.036
C (0.756567, 6.155956, -4.909413)  -0.176
O (0.573027, 4.937676, -4.195443)  -0.511
H (2.855627, 5.670546, -5.421183)  0.276
H (2.639067, 6.570606, -3.901923)  0.264
H (2.563367, 7.425286, -5.364833)  0.349
H (0.314567, 6.063596, -5.901483)  0.309
H (0.228647, 6.916386, -4.333963)  0.237
H (-0.317903, 4.638826, -4.391763)  0.286

Cartesian forces (eV/Å) of the 3 atoms listed first:
C -0.12 -1.16 -0.38
O -0.14 0.83 -0.94
H -0.08 0.11 1.01

Properties
LUMO energy = -0.21 eV
F_max = 2.90 eV/Å
HOMO level = -9.8203 eV
E_tot = -2155.57165 Eh


Density functional theory data (the ωB97M-V functional and the def2-TZVPD basis) for a 13-piece molecular cluster, C20H66O20 overall at a distorted geometry.

Each line ends with the Mulliken charge.
Geometry (Å):
C (-1.850086, 2.486281, 22.767048)  -0.460
O (-1.387790, 3.813270, 22.517696)  -0.464
H (-2.391886, 2.459339, 23.725981)  0.308
H (-2.479997, 2.139702, 21.943467)  -0.060
H (-0.956339, 1.889710, 22.834413)  0.338
H (-2.138342, 4.480167, 22.581209)  0.265
C (-3.206197, 1.376559, 14.195661)  -0.878
O (-2.204143, 2.027655, 13.474335)  -0.611
H (-2.815803, 1.132854, 15.145983)  0.312
H (-4.061722, 2.018929, 14.346142)  0.430
H (-3.489728, 0.496132, 13.629585)  0.372
H (-1.915604, 2.771090, 14.057315)  0.325
C (1.057241, 1.524052, 20.090966)  -0.157
O (2.456737, 1.422483, 20.304905)  -0.558
H (0.629541, 2.243490, 20.789281)  -0.062
H (0.946062, 1.804903, 19.050287)  0.120
H (0.630191, 0.555789, 20.324362)  0.348
H (2.708778, 0.494528, 20.406801)  0.301
C (0.928676, 5.847227, 21.530981)  -0.975
O (-0.334577, 5.905819, 20.887474)  0.309
H (1.379110, 6.823239, 21.385485)  0.341
H (0.843905, 5.679445, 22.596517)  0.303
H (1.615016, 5.051792, 21.147335)  0.260
H (-0.753239, 5.077498, 20.938708)  -0.020
C (0.870858, 6.884199, 17.086591)  -0.574
O (0.702829, 6.886979, 18.476670)  -0.701
H (1.150466, 7.907391, 16.803336)  0.356
H (1.579299, 6.191542, 16.731584)  0.367
H (-0.048461, 6.601298, 16.557134)  0.017
H (0.208586, 6.128485, 18.827106)  0.259
C (-1.051843, 8.914788, 20.621762)  -0.431
O (-0.977985, 8.743199, 19.222978)  -0.653
H (-0.269619, 9.603196, 20.928129)  0.236
H (-2.005927, 9.396108, 20.885308)  0.298
H (-0.881156, 7.984365, 21.148030)  -0.039
H (-0.332812, 8.055197, 18.992811)  0.498
C (-5.774757, 0.953460, 22.035770)  -0.385
C (-6.438438, 1.421065, 20.739074)  -0.531
O (-5.566636, 2.244079, 19.962254)  0.614
O (-5.108641, -0.314227, 21.884778)  -0.585
H (-6.588919, 0.875540, 22.751341)  0.434
H (-5.019705, 1.625412, 22.448428)  0.004
H (-7.333295, 1.983436, 20.977956)  0.413
H (-6.772071, 0.561488, 20.203694)  0.391
H (-4.835429, 1.767335, 19.531166)  -0.387
H (-5.609948, -1.114205, 22.105317)  0.311
C (-5.079551, 0.362649, 17.336090)  0.342
C (-3.954280, -0.329474, 18.099071)  -0.492
O (-3.816276, 0.389249, 19.362660)  -0.391
O (-5.262264, -0.392913, 16.051408)  -0.608
H (-4.800247, 1.437619, 17.256321)  -0.172
H (-5.999979, 0.193821, 17.887261)  0.116
H (-3.039948, -0.201521, 17.518294)  0.277
H (-4.212432, -1.378786, 18.209886)  0.347
H (-3.992227, -0.093869, 20.164180)  0.236
H (-4.555931, -0.163680, 15.398855)  0.320
C (-7.347234, 3.778098, 17.034444)  -0.306
C (-6.894207, 4.513061, 15.777514)  -0.603
O (-5.514939, 4.287142, 15.456274)  -0.427
O (-6.499035, 4.159553, 18.090677)  -0.221
H (-7.283362, 2.723594, 16.811234)  0.242
H (-8.413423, 4.034717, 17.184109)  0.348
H (-7.123136, 5.576884, 15.986748)  0.174
H (-7.457145, 4.210286, 14.887750)  0.461
H (-5.095788, 4.552925, 16.307093)  0.140
H (-6.405156, 3.442970, 18.735444)  0.083
C (-5.085410, 5.152210, 22.049630)  -0.525
C (-4.034107, 6.256117, 22.030573)  0.306
O (-3.079599, 6.113777, 23.045477)  -0.566
O (-4.642484, 3.846378, 22.089871)  -0.406
H (-5.751225, 5.429788, 21.242301)  0.217
H (-5.573794, 5.283829, 23.025126)  0.503
H (-4.483656, 7.238666, 22.090290)  0.462
H (-3.528961, 6.302055, 21.074943)  -0.510
H (-3.558557, 6.113507, 23.902651)  0.310
H (-4.812877, 3.403026, 21.236913)  0.065
C (-2.901275, 5.499076, 13.205572)  -0.377
C (-1.584277, 5.238819, 13.908337)  -0.694
O (-1.816436, 4.431519, 15.092790)  -0.442
O (-3.840182, 6.173984, 14.028697)  -0.452
H (-3.272916, 4.573430, 12.787843)  0.273
H (-2.681725, 6.107732, 12.280906)  0.326
H (-1.128620, 6.176633, 14.195703)  0.318
H (-0.954030, 4.659866, 13.288013)  0.514
H (-2.430466, 4.940626, 15.663395)  0.140
H (-4.504497, 5.570839, 14.439267)  0.349
C (-2.231581, 3.819798, 18.546581)  -0.333
C (-3.045378, 5.095744, 18.580168)  0.677
O (-3.507273, 5.452262, 17.287089)  0.432
O (-0.917654, 3.987289, 18.102399)  -0.468
H (-2.817645, 3.014396, 18.051704)  -0.047
H (-2.125810, 3.470139, 19.581084)  -0.134
H (-2.409236, 5.859193, 18.961708)  -0.407
H (-3.954823, 4.971326, 19.203019)  0.113
H (-3.577361, 6.436199, 17.352549)  -0.013
H (-0.850209, 4.011494, 17.122175)  0.365
C (-4.229905, 8.930415, 17.267873)  -0.373
C (-5.680248, 9.058918, 17.727171)  -0.599
O (-6.213756, 7.763091, 17.569831)  -0.401
O (-3.508468, 8.122970, 18.179431)  -0.251
H (-3.753804, 9.863507, 17.227990)  0.502
H (-4.306818, 8.451442, 16.295239)  0.165
H (-6.154540, 9.795674, 17.017759)  0.278
H (-5.776292, 9.451272, 18.742097)  0.323
H (-6.451170, 7.373963, 18.407447)  0.237
H (-2.593654, 8.511160, 18.333025)  0.256

Cartesian forces (eV/Å) of the 3 atoms listed first:
C -0.21 1.04 0.15
O -0.99 0.91 -0.21
H 0.04 -0.24 -0.35

Properties
LUMO energy = 0.15 eV
F_max = 2.27 eV/Å
relative energy (zero: lowest compared OMol25 entry of this formula, charge and spin) = 0.0 kcal/mol
HOMO level = -9.6763 eV
E_tot = -2306.22277 Eh